72
Properties=species:S:1:pos:R:3:mulliken_charge:R:1 method="wB97M-V/def2-TZVPD" total_charge=0 smiles="COc1ccc(CN(C(=O)c2ccc(-c3ccccc3)[nH]2)[C@@H](C(=O)NC[C@@H]2CCCO2)c2ccc(C)o2)cc1" max_force_ha_per_bohr=0.0182 molar_mass_da=527.621 energy_ha=-1741.589800 relative_energy_kcal_mol=0.0
C 0.3311 -4.0513 -5.8400 -0.89
O 0.8539 -4.0301 -4.5351 -0.45
C 0.7921 -2.8627 -3.8294 0.72
C 0.2399 -1.6762 -4.2953 -0.70
C 0.2072 -0.5627 -3.4731 -0.94
C 0.7183 -0.5998 -2.1859 0.72
C 0.6390 0.6166 -1.2953 -2.24
N 0.4157 0.2708 0.0887 0.41
C 1.3341 0.3386 1.0824 0.94
O 1.0065 0.2126 2.2621 -0.79
C 2.7515 0.5530 0.7671 0.13
C 3.6027 0.3609 -0.3114 0.10
C 4.8908 0.6978 0.1102 -1.66
C 4.8208 1.0806 1.4432 0.11
C 5.8706 1.5173 2.3432 1.03
C 7.1024 1.9394 1.8379 -0.48
C 8.1089 2.3552 2.6867 -0.63
C 7.9096 2.3613 4.0578 -0.45
C 6.6937 1.9435 4.5725 -0.60
C 5.6842 1.5248 3.7276 -0.45
N 3.5223 0.9695 1.8118 -0.10
C -0.9579 -0.0066 0.4858 0.09
C -1.7526 1.2979 0.6701 -0.06
O -1.4685 2.3345 0.1082 -0.70
N -2.7903 1.1672 1.5160 -0.15
C -3.7796 2.1996 1.7031 -1.27
C -5.1466 1.7170 1.1879 0.73
C -6.2645 2.7256 1.4766 -0.76
C -6.8160 2.2272 2.8111 -0.61
C -6.6498 0.7165 2.6619 -0.50
O -5.4969 0.5128 1.8622 -0.48
C -1.6669 -0.8590 -0.5146 0.43
C -2.5410 -0.5407 -1.5109 -0.47
C -2.8588 -1.7578 -2.1605 -1.34
C -2.1579 -2.7327 -1.5149 0.49
C -2.0552 -4.1959 -1.7518 -1.22
O -1.4406 -2.1926 -0.5086 -0.48
C 1.2824 -1.7876 -1.7315 0.20
C 1.3211 -2.9032 -2.5391 -0.77
H -0.7401 -3.8234 -5.8473 0.34
H 0.4854 -5.0663 -6.2032 0.26
H 0.8563 -3.3498 -6.4962 0.33
H -0.1770 -1.6064 -5.2875 0.46
H -0.2368 0.3502 -3.8429 0.41
H 1.5561 1.2067 -1.3615 1.12
H -0.1869 1.2569 -1.6177 0.29
H 3.3516 -0.0176 -1.2821 0.62
H 5.7772 0.6428 -0.4900 0.38
H 7.2618 1.9492 0.7708 0.30
H 9.0548 2.6801 2.2779 0.38
H 8.6969 2.6881 4.7206 0.38
H 6.5323 1.9411 5.6409 0.37
H 4.7503 1.1853 4.1514 0.30
H 3.1203 1.1566 2.7173 0.25
H -0.8913 -0.5292 1.4484 0.57
H -3.0417 0.2596 1.8771 0.39
H -3.8522 2.4432 2.7675 0.31
H -3.4454 3.0771 1.1463 0.41
H -5.0545 1.4888 0.1186 0.19
H -7.0329 2.6661 0.7055 0.34
H -5.8884 3.7445 1.5232 0.34
H -6.2094 2.5978 3.6376 0.25
H -7.8515 2.5131 2.9779 0.40
H -7.5205 0.2785 2.1543 0.28
H -6.5023 0.1999 3.6132 0.29
H -2.9055 0.4368 -1.7534 0.83
H -3.5192 -1.8867 -2.9933 0.50
H -2.0850 -4.7330 -0.8062 0.30
H -1.1116 -4.4313 -2.2444 0.20
H -2.8746 -4.5270 -2.3831 0.37
H 1.6763 -1.8447 -0.7280 0.50
H 1.7517 -3.8281 -2.1885 0.42

=====

79
Properties=species:S:1:pos:R:3:mulliken_charge:R:1 method="wB97M-V/def2-TZVPD" total_charge=-1 max_force_ha_per_bohr=0.0020 molar_mass_da=1316.932 energy_ha=-12775.435310 relative_energy_kcal_mol=5.4
Pb -0.5243 -0.9873 0.8905 0.28
Se -1.4945 -3.0175 2.8787 -0.36
Te -0.7386 -5.2027 1.9165 -0.21
Te 1.4398 -4.2800 0.6327 -0.10
Se 0.1288 -2.7666 -0.8817 -0.67
C 1.8169 1.4020 2.8833 -1.44
Si 0.8889 -0.2338 2.9688 1.17
C 2.0084 -1.5210 3.7266 -1.14
C -0.6394 0.0990 4.0615 0.73
C -0.3884 0.0964 5.4376 -0.73
C -1.3820 0.3497 6.3701 -0.83
C -2.6734 0.6073 5.9386 -0.71
C -2.9483 0.6043 4.5801 -0.81
C -1.9586 0.3606 3.6216 0.68
Si -2.5144 0.3670 1.8108 0.94
C -2.4495 2.1107 1.1221 -1.10
C -4.2414 -0.3348 1.6517 -1.19
H 1.8054 1.8430 3.8847 0.59
H 1.3584 2.1138 2.1939 0.26
H 2.8576 1.2486 2.5950 0.45
H 2.4342 -1.1695 4.6711 0.39
H 2.8297 -1.7196 3.0338 0.32
H 1.4595 -2.4475 3.8976 0.23
H 0.6129 -0.1206 5.7966 0.30
H -1.1497 0.3362 7.4283 0.38
H -3.4641 0.7996 6.6539 0.38
H -3.9683 0.7900 4.2586 0.28
H -3.0532 2.7847 1.7370 0.54
H -2.8342 2.1395 0.1002 0.26
H -1.4247 2.4865 1.0985 0.18
H -4.9734 0.2919 2.1684 0.49
H -4.2794 -1.3425 2.0685 0.27
H -4.5253 -0.3804 0.5979 0.29
C -3.5619 -2.8582 -0.9164 -1.01
C -3.4115 -1.5774 -1.6863 0.16
C -4.3742 -1.1799 -2.6431 -0.85
C -4.1990 -0.0160 -3.3315 -1.14
C -3.0672 0.7934 -3.0815 1.06
C -2.8007 2.0262 -3.7212 -0.13
Br -3.9839 2.7062 -5.0500 -0.29
C -1.6914 2.7501 -3.3927 -0.43
C -0.8012 2.2847 -2.4180 0.28
Br 0.7019 3.3556 -1.9962 -0.15
C -0.9647 1.0782 -1.7276 0.06
O -0.1465 0.6650 -0.8357 -0.31
C -2.1545 0.3239 -2.1072 -0.97
N -2.3514 -0.8429 -1.4515 0.94
H -4.6083 -3.1607 -0.8596 0.43
H -3.1609 -2.7557 0.0935 -0.08
H -2.9958 -3.6587 -1.3978 0.27
H -5.2420 -1.8029 -2.8191 0.47
H -4.9243 0.3058 -4.0671 0.32
H -1.4908 3.6950 -3.8784 0.45
C 1.8042 -0.3758 -3.4120 -0.96
N 3.0454 -0.8628 -2.8027 -0.17
N 3.3144 -0.3115 -1.5455 1.17
C 3.8298 -1.2941 -0.6849 0.40
O 4.2111 -1.0830 0.4536 -0.72
C 3.8115 -2.5078 -1.4744 -1.46
C 3.2680 -2.2180 -2.6750 0.84
C 2.8549 -3.1440 -3.7633 -1.48
C 3.6468 1.0563 -1.4641 -0.34
C 3.4352 1.7169 -0.2627 0.12
C 3.7761 3.0525 -0.1467 -0.22
C 4.3010 3.7423 -1.2324 -0.65
C 4.4939 3.0786 -2.4354 -0.61
C 4.1799 1.7329 -2.5552 -0.20
H 1.8454 0.7104 -3.4701 0.31
H 0.9349 -0.6654 -2.8210 0.08
H 1.7382 -0.7788 -4.4206 0.41
H 4.1198 -3.4747 -1.1150 0.71
H 3.2833 -4.1287 -3.5892 0.38
H 3.1757 -2.7825 -4.7409 0.38
H 1.7669 -3.2447 -3.7722 0.26
H 2.9894 1.1726 0.5517 -0.04
H 3.6007 3.5638 0.7921 0.39
H 4.5491 4.7924 -1.1446 0.37
H 4.8960 3.6090 -3.2897 0.37
H 4.3414 1.2057 -3.4861 0.46

=====

80
Properties=species:S:1:pos:R:3:mulliken_spin:R:1 method="wB97M-V/def2-TZVPD" total_charge=0 multiplicity=2 max_force_ha_per_bohr=0.0345 s_squared=0.762 molar_mass_da=681.699 energy_ha=-3647.375129 relative_energy_kcal_mol=28.0
Co 0.7537 -2.1275 -0.6318 0.94
C -2.2928 11.2366 -0.3681 0.00
O -3.0794 10.0726 -0.2843 0.00
C -2.4603 8.8664 -0.2836 0.00
C -1.0804 8.6772 -0.3099 0.00
C -0.5493 7.3990 -0.3481 0.00
C -1.3819 6.2854 -0.3569 0.00
C -2.7679 6.4843 -0.3074 0.00
C -3.2987 7.7468 -0.2598 0.00
C -0.9310 4.9146 -0.4238 0.00
N -1.7722 3.9242 -0.6273 0.00
C -1.0376 2.7898 -0.6006 0.00
C 0.3077 3.0938 -0.3700 0.00
N 0.3518 4.4584 -0.2605 0.00
C 1.3113 2.0972 -0.2725 0.00
C 2.6619 2.3194 0.0011 0.00
C 3.5154 1.2337 0.0811 0.00
C 3.0020 -0.0477 -0.0845 0.00
N 1.7228 -0.2886 -0.3065 0.01
C 0.8725 0.7545 -0.4481 -0.02
C -0.4902 0.4422 -0.7443 0.02
N -0.8010 -0.8517 -0.9925 -0.01
C -2.0573 -1.1715 -1.2482 0.00
C -3.0885 -0.2381 -1.2966 0.00
C -2.7952 1.0964 -1.0881 0.00
C -1.4801 1.4518 -0.7993 0.00
H -2.9985 12.0644 -0.3865 0.00
H -1.6921 11.2491 -1.2836 0.00
H -1.6379 11.3431 0.5021 0.00
H -0.4085 9.5206 -0.3020 0.00
H 0.5245 7.2806 -0.3914 0.00
H -3.4039 5.6148 -0.3165 0.00
H -4.3647 7.9018 -0.2126 0.00
H 1.1620 5.0218 -0.0711 0.00
H 3.0300 3.3211 0.1546 0.00
H 4.5603 1.3567 0.3138 0.00
H 3.6500 -0.9104 -0.0109 0.00
H -2.2606 -2.2156 -1.4289 0.00
H -4.0941 -0.5482 -1.5345 0.00
H -3.5446 1.8689 -1.1509 0.00
C 1.1987 -2.0423 4.1767 0.00
C 1.0345 -1.1646 2.9370 0.00
O 0.9799 -1.9359 1.7604 0.02
H 1.3403 -1.4227 5.0601 0.00
H 2.0621 -2.6934 4.0595 0.00
H 0.3183 -2.6667 4.3240 0.00
H 1.8978 -0.5047 2.8104 0.00
H 0.1376 -0.5343 3.0394 0.00
H 0.2806 -2.6063 1.8241 -0.01
N 1.4002 -1.9899 -2.5167 0.00
C 2.5465 -2.2041 -2.6915 0.04
N 3.7529 -2.3466 -2.9775 0.01
C 4.6860 -2.9344 -2.3107 0.00
N 5.5684 -3.4270 -1.7525 0.00
N 1.8314 -7.1013 -1.7214 0.00
C 2.1646 -6.0950 -0.8857 0.00
C 1.8093 -4.7656 -1.1865 0.00
N 2.1338 -3.7626 -0.3887 -0.01
C 2.8436 -4.0560 0.7047 0.00
C 3.2101 -5.3628 0.9780 0.00
N 2.8693 -6.3840 0.2078 0.00
H 1.2544 -6.9144 -2.5218 0.00
H 2.0542 -8.0457 -1.4696 0.00
H 1.2669 -4.5390 -2.0920 0.00
H 3.1203 -3.2301 1.3402 0.00
H 3.7908 -5.6082 1.8541 0.00
C -0.7782 -6.1414 1.0637 0.00
Si -1.5612 -4.5428 0.3528 0.00
C -2.8796 -3.9687 1.6284 0.00
C -2.4188 -4.9691 -1.3177 0.00
O -0.4951 -3.3998 0.1446 0.01
H -1.4688 -6.6400 1.7348 0.00
H 0.1281 -5.9370 1.6245 0.00
H -0.5174 -6.8435 0.2782 0.00
H -3.7865 -4.5618 1.5657 0.00
H -3.1525 -2.9268 1.4832 0.00
H -2.5036 -4.0740 2.6428 0.00
H -2.6406 -6.0264 -1.4306 0.00
H -1.7775 -4.6818 -2.1480 0.00
H -3.3578 -4.4342 -1.4354 0.00